{
  "formula": "C39H80N2O13PS2",
  "method": "wB97M-V/def2-TZVPD",
  "orbital_gap_ev": 7.9527,
  "e_tot_ha": -3759.06097,
  "charge": 1,
  "species": ["C", "C", "C", "C", "C", "C", "C", "C", "N", "C", "C", "C", "C", "C", "C", "C", "C", "C", "S", "S", "C", "C", "C", "P", "C", "C", "C", "C", "N", "C", "C", "C", "O", "H", "H", "H", "H", "H", "H", "H", "H", "H", "H", "H", "H", "H", "H", "H", "H", "H", "H", "H", "H", "H", "H", "H", "H", "H", "H", "H", "H", "H", "H", "H", "H", "H", "H", "H", "H", "H", "H", "H", "H", "H", "H", "H", "H", "H", "H", "H", "H", "H", "H", "H", "H", "H", "H", "H", "H", "C", "O", "C", "O", "O", "C", "H", "H", "H", "H", "H", "H", "C", "O", "C", "O", "O", "C", "H", "H", "H", "H", "H", "H", "C", "O", "C", "O", "O", "C", "H", "H", "H", "H", "H", "H", "C", "O", "C", "O", "O", "C", "H", "H", "H", "H", "H", "H"],
  "positions_angstrom": [[-1.452, 4.336, 4.799], [0.010, 4.859, 4.729], [0.752, 4.443, 6.005], [2.311, 4.622, 5.905], [2.982, 3.254, 6.095], [4.266, 3.025, 5.278], [4.221, 3.519, 3.818], [2.926, 3.199, 3.044], [3.173, 2.120, 2.071], [3.517, 0.822, 2.705], [2.628, 0.357, 3.869], [2.442, -1.177, 3.940], [3.125, -1.799, 5.183], [4.396, -2.585, 4.809], [4.031, -3.986, 4.268], [5.036, -4.375, 3.157], [6.364, -4.845, 3.825], [2.165, 2.063, 1.109], [0.579, 1.806, 1.318], [2.812, 2.420, -0.543], [1.686, 3.595, -1.340], [1.993, 3.615, -2.871], [0.927, 3.008, -3.833], [0.084, 1.434, -3.414], [0.803, -0.035, -4.254], [1.746, -0.850, -3.330], [1.150, -2.255, -3.114], [-0.083, -2.083, -2.231], [-0.763, -3.319, -1.894], [0.160, -4.401, -1.483], [-1.691, -3.126, -0.837], [-2.976, -3.949, -0.811], [-1.507, -2.380, 0.040], [-2.156, 5.133, 5.032], [-1.780, 3.931, 3.843], [-1.579, 3.559, 5.550], [0.440, 4.428, 3.826], [-0.042, 5.939, 4.604], [0.469, 3.416, 6.222], [0.384, 5.061, 6.824], [2.484, 5.077, 4.931], [2.575, 5.351, 6.666], [3.272, 3.181, 7.145], [2.311, 2.415, 5.923], [4.585, 1.983, 5.274], [5.081, 3.565, 5.764], [4.456, 4.577, 3.767], [5.035, 3.025, 3.289], [2.703, 4.086, 2.446], [2.052, 3.034, 3.675], [3.443, 0.064, 1.920], [4.566, 0.894, 2.984], [3.088, 0.643, 4.812], [1.654, 0.836, 3.869], [1.385, -1.359, 4.078], [2.812, -1.653, 3.038], [2.426, -2.515, 5.619], [3.315, -1.064, 5.964], [4.899, -2.038, 4.007], [5.072, -2.652, 5.657], [4.055, -4.738, 5.051], [3.046, -3.940, 3.802], [4.625, -5.199, 2.575], [5.269, -3.527, 2.517], [6.946, -3.950, 4.027], [6.115, -5.352, 4.751], [6.902, -5.505, 3.155], [1.936, 4.597, -1.006], [0.634, 3.407, -1.138], [2.227, 4.634, -3.154], [2.905, 3.036, -3.029], [0.154, 3.770, -3.924], [1.384, 2.865, -4.810], [-0.013, 1.157, -2.033], [-1.242, 1.556, -3.881], [-0.039, -0.670, -4.517], [1.344, 0.298, -5.135], [1.731, -0.370, -2.351], [2.784, -0.860, -3.643], [0.929, -2.748, -4.061], [1.942, -2.834, -2.639], [-0.801, -1.492, -2.815], [0.196, -1.465, -1.369], [0.573, -4.858, -2.377], [-0.418, -5.160, -0.961], [0.946, -4.028, -0.832], [-3.141, -4.313, -1.821], [-2.812, -4.746, -0.090], [-3.770, -3.304, -0.461], [-4.025, 2.520, -1.444], [-4.894, 3.538, -1.922], [-4.803, 3.737, -3.239], [-4.058, 3.152, -3.986], [-5.669, 4.679, -3.578], [-5.686, 4.999, -4.974], [-4.169, 2.438, -0.370], [-4.269, 1.561, -1.902], [-2.986, 2.785, -1.642], [-5.965, 4.128, -5.563], [-4.718, 5.382, -5.291], [-6.433, 5.774, -5.114], [-7.698, -6.009, -5.657], [-7.578, -4.886, -4.780], [-6.503, -4.134, -4.995], [-5.663, -4.322, -5.834], [-6.516, -3.130, -4.114], [-5.412, -2.238, -4.234], [-8.607, -6.535, -5.380], [-7.781, -5.682, -6.692], [-6.851, -6.682, -5.538], [-5.406, -1.759, -5.211], [-4.473, -2.762, -4.060], [-5.528, -1.469, -3.473], [7.599, -5.032, -2.026], [6.718, -4.403, -1.090], [6.845, -3.081, -1.021], [7.606, -2.406, -1.659], [5.971, -2.628, -0.116], [5.997, -1.213, 0.066], [7.398, -6.098, -1.986], [7.406, -4.674, -3.035], [8.638, -4.858, -1.752], [5.740, -0.702, -0.862], [6.970, -0.885, 0.425], [5.249, -0.970, 0.818], [-10.379, -0.739, -2.988], [-10.316, 0.490, -2.261], [-9.306, 1.283, -2.607], [-8.479, 1.048, -3.450], [-9.364, 2.383, -1.857], [-8.328, 3.325, -2.131], [-11.238, -1.288, -2.614], [-10.517, -0.550, -4.051], [-9.481, -1.332, -2.820], [-8.389, 3.675, -3.160], [-7.352, 2.888, -1.935], [-8.471, 4.172, -1.466]],
  "atomic_forces_ev_per_a": [[0.0, 0.4, -0.3], [-1.2, -0.7, 0.3], [0.6, 0.9, -0.5], [-1.7, -0.7, 0.0], [1.1, 0.1, 0.1], [0.2, 0.7, -0.2], [-0.1, -0.7, 0.3], [0.9, 0.9, -0.5], [-0.1, -0.5, 0.5], [-0.6, -0.1, -0.4], [0.4, -0.3, 0.2], [0.1, 0.6, 1.2], [0.1, -0.7, -0.3], [-0.8, 0.0, 0.2], [0.8, 0.9, -1.3], [0.4, -0.9, 1.3], [-1.0, 0.6, -0.7], [-0.6, 0.4, -0.7], [0.0, 0.0, 0.1], [0.3, -0.1, 0.2], [-0.1, 0.2, -0.9], [0.3, -1.4, 0.5], [0.1, 0.7, 0.9], [0.2, -0.2, -0.6], [0.5, 0.3, 0.6], [-0.8, -0.1, 0.3], [0.7, 0.5, 0.3], [0.2, 0.1, -0.6], [0.4, -0.3, -0.1], [-0.6, 0.0, -0.6], [-1.7, -2.2, -1.3], [1.2, 0.0, -0.8], [0.9, 3.1, 2.6], [0.0, 0.0, 0.2], [0.0, -0.1, -0.1], [0.1, -0.1, 0.0], [0.4, 0.1, 0.1], [0.4, 0.1, 0.0], [0.2, -0.1, 0.1], [-0.2, -0.1, 0.1], [0.4, -0.1, 0.0], [0.5, -0.1, 0.0], [-0.1, -0.2, 0.1], [-0.3, 0.2, -0.2], [-0.2, -0.1, 0.2], [0.1, 0.0, 0.0], [-0.2, 0.2, 0.0], [0.1, 0.1, -0.1], [-0.2, 0.0, 0.0], [0.1, -0.3, 0.1], [0.1, 0.1, -0.1], [0.1, -0.1, 0.2], [0.0, 0.2, 0.0], [-0.1, 0.1, -0.3], [-0.3, -0.2, -0.5], [-0.2, -0.2, -0.2], [0.0, 0.0, 0.2], [0.0, 0.2, -0.1], [0.2, 0.1, 0.1], [0.1, 0.0, 0.0], [-0.3, -0.1, 0.1], [-0.2, -0.1, 0.3], [0.0, 0.1, -0.2], [-0.3, 0.0, -0.3], [0.4, -0.1, 0.3], [0.3, -0.2, 0.1], [0.3, -0.1, 0.1], [-0.1, 0.0, 0.5], [0.0, -0.1, 0.2], [-0.2, 0.1, -0.4], [0.2, 0.2, 0.0], [-0.3, -0.2, -0.2], [-0.1, -0.1, -0.2], [0.1, 0.2, -0.2], [0.2, 0.1, 0.2], [-0.1, 0.2, -0.4], [-0.3, 0.1, -0.3], [0.4, 0.0, 0.2], [-0.1, 0.0, -0.4], [-0.1, 0.0, -0.1], [-0.2, -0.2, 0.2], [-0.1, 0.1, 0.2], [0.0, -0.3, 0.3], [0.2, -0.1, 0.1], [0.1, -0.1, 0.1], [0.2, 0.0, 0.2], [-0.4, -0.4, 0.1], [-0.3, -0.2, -0.1], [-0.2, 0.0, 0.0], [0.2, -0.3, 0.3], [0.1, 0.0, -0.1], [-0.2, 0.1, 0.0], [0.2, 0.0, 0.0], [0.0, 0.0, 0.0], [-0.1, 0.1, -0.3], [-0.1, 0.2, 0.0], [0.1, 0.0, -0.1], [0.0, -0.1, -0.1], [0.1, 0.0, 0.0], [0.0, -0.1, 0.0], [0.0, 0.0, 0.2], [-0.1, -0.3, -0.1], [0.0, 0.0, 0.1], [-0.2, 0.0, 0.1], [0.1, 0.0, -0.1], [0.0, 0.1, 0.1], [0.2, 0.3, 0.1], [0.0, 0.1, 0.1], [0.1, 0.0, 0.0], [0.1, 0.1, -0.1], [0.1, -0.1, 0.0], [0.0, -0.1, -0.2], [-0.2, -0.1, 0.1], [0.1, -0.2, -0.1], [-0.1, -0.1, 0.0], [-0.1, -0.1, 0.1], [0.1, 0.1, -0.1], [-0.1, 0.0, 0.0], [-0.1, 0.2, 0.1], [-0.1, 0.0, 0.1], [0.1, 0.1, 0.0], [0.0, 0.1, -0.1], [0.2, 0.0, 0.0], [0.0, 0.0, -0.1], [0.0, -0.2, 0.0], [-0.1, -0.3, -0.1], [0.0, 0.0, 0.0], [-0.1, 0.0, 0.1], [0.1, 0.0, -0.1], [0.0, 0.0, 0.0], [0.1, 0.3, 0.0], [0.0, 0.2, 0.1], [0.1, 0.0, 0.0], [0.1, 0.1, -0.1], [0.1, -0.1, 0.0], [0.0, 0.0, -0.1], [-0.2, -0.1, 0.1]]
}


{
  "formula": "C4H9NO2",
  "method": "wB97M-V/def2-TZVPD",
  "orbital_gap_ev": 11.3898,
  "de_lowest_kj_mol": 89.31,
  "e_tot_ha": -363.05152,
  "charge": 0,
  "species": ["C", "C", "C", "O", "H", "H", "H", "H", "H", "H", "H", "H", "N", "C", "O", "H"],
  "positions_angstrom": [[0.222, 0.975, -1.805], [-0.102, 0.221, -0.524], [1.144, -0.062, 0.301], [-0.691, -1.055, -0.808], [0.970, 0.427, -2.386], [0.621, 1.969, -1.573], [-0.671, 1.113, -2.428], [-0.817, 0.815, 0.070], [1.917, -0.519, -0.323], [1.532, 0.857, 0.749], [0.927, -0.771, 1.100], [-1.441, -0.917, -1.402], [-1.267, -1.414, 2.033], [-0.797, -0.480, 2.647], [-0.371, 0.377, 3.327], [-1.176, -1.535, 1.022]],
  "atomic_forces_ev_per_a": [[0.0, 0.0, 0.0], [0.2, 0.2, 0.1], [0.1, 0.0, 0.0], [-0.2, 0.0, -0.2], [-0.1, 0.1, 0.1], [-0.1, -0.2, 0.0], [0.1, 0.0, 0.1], [0.1, -0.1, -0.1], [0.0, 0.1, 0.0], [0.0, -0.1, -0.1], [0.1, 0.1, -0.1], [0.1, -0.1, 0.1], [0.1, 0.4, 0.3], [0.0, 0.2, 0.2], [-0.4, -0.7, -0.5], [0.0, 0.1, 0.1]]
}


{
  "formula": "C22H24BN7Sn",
  "method": "wB97M-V/def2-TZVPD",
  "orbital_gap_ev": [6.0459, 5.9137],
  "e_tot_ha": -1473.34742,
  "charge": 4,
  "species": ["C", "N", "N", "C", "C", "B", "N", "N", "C", "C", "C", "Sn", "N", "N", "C", "C", "C", "H", "H", "H", "H", "H", "H", "H", "H", "H", "H", "H", "C", "H", "H", "H", "C", "C", "C", "C", "C", "C", "N", "C", "C", "C", "C", "C", "C", "H", "H", "H", "H", "H", "H", "H", "H", "H", "H"],
  "positions_angstrom": [[2.793, 0.155, -0.045], [1.505, 0.126, -0.505], [1.590, 0.230, -1.890], [2.892, 0.228, -2.263], [3.682, 0.188, -1.111], [0.286, 0.309, -2.770], [-0.560, -0.946, -2.386], [-0.566, -1.603, -1.174], [-1.351, -2.712, -1.275], [-1.753, -2.823, -2.588], [-1.219, -1.732, -3.262], [0.161, -1.213, 0.773], [-0.484, 1.732, -2.667], [-1.341, 1.992, -1.605], [-1.574, 3.301, -1.556], [-1.121, 3.869, -2.753], [-0.459, 2.839, -3.432], [-2.045, 3.726, -0.676], [0.011, 2.828, -4.396], [-1.252, 4.879, -3.037], [0.618, 0.221, -3.921], [-1.215, -1.469, -4.318], [3.199, 0.261, -3.306], [-2.349, -3.638, -2.980], [4.765, 0.192, -1.055], [-1.598, -3.341, -0.427], [3.033, 0.145, 1.001], [-1.919, -0.433, 0.663], [-1.917, -1.387, 1.272], [-2.712, -1.988, 0.840], [-0.887, -2.371, 1.252], [-2.130, -1.263, 2.350], [-0.118, 3.793, 4.013], [-0.921, 3.274, 2.981], [-0.572, 2.077, 2.367], [0.499, 1.350, 2.902], [1.346, 1.887, 3.886], [1.039, 3.125, 4.439], [0.714, 0.075, 2.422], [1.297, -0.968, 3.137], [1.588, -2.100, 2.306], [2.101, -3.268, 2.885], [2.289, -3.293, 4.270], [1.937, -2.211, 5.091], [1.418, -1.046, 4.525], [-0.385, 4.739, 4.488], [-1.809, 3.807, 2.650], [-1.101, 1.680, 1.487], [2.214, 1.304, 4.217], [1.710, 3.542, 5.191], [1.677, -2.043, 1.124], [2.372, -4.096, 2.221], [2.725, -4.187, 4.716], [2.064, -2.241, 6.172], [1.113, -0.186, 5.128]],
  "atomic_forces_ev_per_a": [[0.2, -0.2, -1.2], [0.3, 0.1, 0.5], [-0.6, -0.5, 0.4], [-0.6, 0.2, 0.8], [-0.1, 0.1, 0.2], [0.9, 0.3, -0.5], [0.2, -0.7, 0.1], [-0.7, 0.0, 1.0], [0.2, 0.5, -1.4], [-0.5, -0.9, 0.0], [0.2, 0.4, 0.4], [3.8, 6.7, -4.2], [-0.5, 0.7, -0.9], [0.6, 0.6, 1.7], [0.0, -1.4, 0.2], [-0.7, 1.0, 1.3], [1.2, -3.2, -0.1], [-0.3, 0.1, -0.5], [0.2, 0.2, -0.3], [0.0, 0.8, -0.5], [-0.1, 0.0, 0.3], [-0.3, 0.0, 0.3], [-0.2, 0.1, 0.2], [0.1, 0.2, -0.2], [-0.3, 0.0, -0.1], [0.2, -0.1, -0.4], [-0.1, 0.0, 0.3], [0.2, -0.8, 0.5], [-1.9, -1.2, 1.7], [0.1, -0.3, -0.2], [-4.6, -0.3, 1.2], [0.5, 0.1, -0.4], [0.0, 0.4, 0.4], [-0.2, -0.9, -1.0], [-0.8, 1.3, 0.0], [0.4, -1.5, -0.9], [0.4, 0.8, 1.2], [0.7, -1.1, -0.2], [-0.8, 0.0, -0.3], [-0.2, 0.1, -0.3], [0.4, -0.5, 0.5], [-0.2, -0.4, -0.2], [0.2, -0.5, -0.2], [0.0, 0.2, -0.4], [0.2, 0.1, -0.3], [0.0, -0.2, -0.2], [0.2, 0.0, 0.1], [0.0, 0.3, 0.5], [-0.3, 0.6, -0.2], [-0.3, 0.0, -0.2], [2.7, -0.7, 1.8], [0.0, 0.1, 0.5], [-0.1, 0.2, -0.1], [0.0, -0.2, -0.2], [0.0, -0.6, -0.1]]
}